Record 1
Below is a structure of composition C3H5KNS2Se3Te, with properties calculated with the ωB97M-V functional and the def2-TZVPD basis.

Last column: Löwdin charge in e.
Cartesian coordinates (Å):
K  1.9519  0.0663  1.3552  0.18
Se  -0.4123  -0.3503  3.3183  -0.30
Se  0.9181  -2.3147  3.3044  -0.36
Te  0.9236  -3.2731  0.9498  0.09
Se  3.0272  -2.4463  -0.1410  -0.45
S  2.2176  2.1611  -1.2512  0.53
C  0.7641  1.3508  -1.1534  -1.25
N  -0.3123  1.7362  -0.4479  -0.07
C  -1.3219  0.7070  -0.1785  -0.24
C  -1.2565  -0.2169  -1.3871  -0.41
S  0.4933  -0.2115  -1.8667  0.89
H  -0.1966  2.5341  0.1593  0.13
H  -2.3042  1.1648  -0.0686  0.12
H  -1.0841  0.1702  0.7480  0.00
H  -1.8590  0.1535  -2.2164  0.07
H  -1.5489  -1.2314  -1.1242  0.07

Results
charge: -1
2S+1: 1
energy: -9040.86464 a.u.

=====

Record 2
Below is a structure of composition C41H44AuBrGe2O5PS, with properties calculated with the ωB97M-V functional and the def2-TZVPD basis.

Last column: Löwdin charge in e.
Cartesian coordinates (Å):
Au  1.0776  -0.1078  -0.0317  0.90
O  3.2240  3.8180  0.1804  -0.26
S  2.5283  2.7015  -0.3758  0.47
O  2.9118  1.3895  0.1963  -0.39
O  1.0453  2.8076  -0.4374  -0.45
C  2.8943  2.5418  -2.0970  -0.26
C  3.9577  3.2134  -2.6622  -0.03
C  4.2110  3.0717  -4.0202  -0.04
C  3.3985  2.2557  -4.7882  -0.05
C  2.3438  1.5657  -4.2043  -0.07
C  2.0709  1.7036  -2.8428  -0.29
P  0.6419  0.7968  -2.1513  1.03
C  -0.8862  1.7140  -2.3859  -0.37
C  -2.0205  1.3076  -1.6918  -0.12
C  -3.2352  1.9395  -1.9109  -0.06
C  -3.3117  2.9912  -2.8131  -0.06
C  -2.1783  3.4015  -3.5029  -0.05
C  -0.9658  2.7606  -3.2987  -0.05
C  0.5277  -0.5815  -3.3274  -0.40
C  -0.5475  -0.7213  -4.2016  -0.09
C  -0.6092  -1.8129  -5.0566  -0.06
C  0.3953  -2.7692  -5.0364  -0.06
C  1.4713  -2.6315  -4.1669  -0.05
C  1.5414  -1.5405  -3.3178  -0.09
H  4.5669  3.8517  -2.0361  0.12
H  5.0377  3.6022  -4.4725  0.12
H  3.5806  2.1455  -5.8485  0.12
H  1.7334  0.9279  -4.8279  0.11
H  -1.9638  0.4868  -0.9829  0.07
H  -4.1167  1.6173  -1.3712  0.11
H  -4.2552  3.4944  -2.9778  0.11
H  -2.2363  4.2241  -4.2028  0.11
H  -0.0854  3.0856  -3.8389  0.11
H  -1.3398  0.0161  -4.2200  0.11
H  -1.4433  -1.9145  -5.7382  0.11
H  0.3434  -3.6217  -5.7006  0.11
H  2.2573  -3.3744  -4.1484  0.11
H  2.3788  -1.4494  -2.6353  0.10
C  -2.9218  -2.4005  -1.2761  -0.15
C  -1.3959  -2.4940  -1.2997  -0.33
Ge  -0.5886  -2.0482  0.4271  0.98
C  0.0198  -3.6503  1.3575  -0.32
C  -1.1660  -4.6210  1.4183  -0.15
C  -1.7954  -1.0135  1.5272  -0.22
C  -1.8443  0.2629  1.9123  -0.33
Ge  -0.4601  1.6368  1.5857  1.13
C  1.0873  1.6554  2.7826  -0.32
C  0.6908  2.1235  4.1879  -0.14
C  -1.1795  3.3801  1.0505  -0.31
C  -2.1987  4.0270  1.9922  -0.14
C  -3.0332  0.7356  2.6716  -0.27
C  -4.3150  0.4309  2.2087  -0.04
C  -5.4354  0.8246  2.9218  -0.06
C  -5.2939  1.5264  4.1115  -0.07
C  -4.0262  1.8411  4.5767  -0.06
C  -2.9061  1.4567  3.8557  -0.06
H  -3.3302  -2.5845  -2.2710  0.08
H  -3.2656  -1.4131  -0.9605  0.05
H  -3.3686  -3.1330  -0.6013  0.07
H  -0.9853  -1.8580  -2.0732  0.01
H  -1.0687  -3.5091  -1.5385  0.08
H  0.3607  -3.3879  2.3574  0.07
H  0.8562  -4.0956  0.8206  0.07
H  -1.9960  -4.2175  2.0018  0.07
H  -0.8653  -5.5529  1.8978  0.08
H  -1.5424  -4.8786  0.4265  0.06
H  -2.6218  -1.6366  1.8822  0.08
H  1.8167  2.3333  2.3417  0.06
H  1.5441  0.6681  2.8213  0.05
H  0.2244  3.1104  4.1867  0.07
H  1.5892  2.1969  4.8016  0.08
H  0.0239  1.4193  4.6859  0.06
H  -1.6080  3.2650  0.0559  0.05
H  -0.3055  4.0133  0.9258  0.06
H  -3.1378  3.4797  2.0465  0.06
H  -2.4200  5.0271  1.6158  0.08
H  -1.8191  4.1447  3.0078  0.06
H  -4.4316  -0.1002  1.2713  0.11
H  -6.4215  0.5855  2.5463  0.11
H  -6.1689  1.8300  4.6700  0.11
H  -3.9045  2.3877  5.5022  0.11
H  -1.9267  1.7115  4.2418  0.08
Br  6.3333  -5.2380  4.6717  0.78
C  5.1777  -4.2630  3.5452  -0.68
C  5.2476  -4.4511  2.1725  -0.11
C  4.3953  -3.7354  1.3515  0.00
C  3.4819  -2.8380  1.9005  -0.14
C  3.4277  -2.6561  3.2799  -0.01
C  4.2746  -3.3712  4.1070  -0.11
C  2.5819  -2.1054  0.9857  -0.61
O  1.7663  -1.2429  1.5744  -0.24
O  2.5517  -2.2814  -0.2326  0.00
H  5.9608  -5.1476  1.7553  0.11
H  4.4278  -3.8631  0.2783  0.12
H  2.7239  -1.9534  3.7026  0.12
H  4.2404  -3.2388  5.1790  0.11

Results
charge: +1
2S+1: 1
energy: -9567.83261 a.u.

=====

Record 3
Below is a cluster of 2 separate species, C5H15N2S in total, with properties calculated with the ωB97M-V functional and the def2-TZVPD basis.

Last column: Löwdin charge in e.
Cartesian coordinates (Å):
C  -1.5560  -0.0572  -2.6963  -0.05
C  -0.9925  -0.7575  -1.4794  -0.19
C  1.3664  -1.0838  -0.9362  0.16
N  0.3967  -0.3213  -1.2254  0.03
H  -1.5278  1.0291  -2.5688  0.09
H  -1.0118  -0.3312  -3.5953  0.09
H  -2.5947  -0.3629  -2.8226  0.09
H  -1.5341  -0.5007  -0.5674  0.12
H  -0.9710  -1.8396  -1.5802  0.13
H  2.3243  -0.6378  -0.7211  0.12
H  1.1959  -2.1510  -0.9589  0.13
H  0.5348  0.6880  -1.2008  0.16
C  -0.1047  0.3654  1.9032  -0.36
C  1.1924  1.1521  1.7609  -0.59
S  0.9503  2.8588  1.2216  0.74
N  0.1684  -1.0665  1.7885  0.00
H  -0.6216  0.6534  2.8201  0.12
H  -0.7943  0.6484  1.0900  0.07
H  1.7444  1.1069  2.7031  0.08
H  1.8251  0.6364  1.0402  0.03
H  -0.3464  2.9188  1.5260  -0.14
H  0.9576  -1.3139  2.3763  0.08
H  -0.6015  -1.6338  2.1225  0.09

Results
charge: +1
2S+1: 1
energy: -706.93270 a.u.